No. 1
This record from the OMol25 dataset describes a molecular structure, C19H42BeCl2CsF2N3O6 in a non-equilibrium geometry. The level of theory is wB97M-V/def2-TZVPD.

The value obtained for the HOMO-LUMO gap is 1.0 eV. For the HOMO energy, the calculation gives -7.437 eV. The energy is -2518.6718 a.u.

Cartesian coordinates (Å):
C (-10.110, -1.875, -1.483)
O (-9.420, -0.783, -0.776)
C (-7.982, -0.772, -1.094)
C (-7.111, -0.849, 0.310)
C (-5.519, -0.983, -0.116)
C (-4.807, 0.490, 0.209)
C (-3.359, 0.675, -0.605)
C (-2.157, -0.273, 0.007)
C (-0.632, 0.360, -0.257)
C (0.340, 0.178, 1.084)
C (1.895, -0.208, 0.718)
C (2.890, 0.827, 1.575)
C (4.430, 0.821, 1.015)
C (5.339, -0.421, 1.647)
N (5.178, -1.699, 0.856)
C (6.497, -2.312, 0.443)
N (6.568, -3.710, 0.508)
N (7.716, -1.530, 0.004)
C (7.892, -1.501, -1.497)
C (8.225, -2.958, -2.184)
F (9.097, -0.629, -1.760)
H (-9.969, -1.795, -2.652)
H (-9.680, -2.891, -1.039)
H (-11.267, -1.811, -1.239)
H (-7.707, -1.696, -1.784)
H (-7.696, 0.242, -1.653)
H (-7.258, 0.200, 0.846)
H (-7.490, -1.736, 0.995)
H (-5.493, -1.148, -1.282)
H (-4.982, -1.876, 0.418)
H (-5.546, 1.298, -0.268)
H (-4.679, 0.646, 1.382)
H (-3.029, 1.813, -0.542)
H (-3.584, 0.441, -1.732)
H (-2.355, -0.356, 1.162)
H (-2.230, -1.327, -0.516)
H (-0.128, -0.083, -1.224)
H (-0.788, 1.533, -0.364)
H (-0.111, -0.652, 1.790)
H (0.297, 1.188, 1.674)
H (2.162, -1.283, 1.101)
H (2.125, -0.139, -0.443)
H (2.821, 0.530, 2.726)
H (2.397, 1.899, 1.429)
H (4.539, 0.750, -0.148)
H (4.950, 1.814, 1.360)
H (6.442, -0.052, 1.781)
H (4.920, -0.603, 2.747)
H (4.765, -2.398, 1.540)
H (7.180, -4.229, 1.176)
H (5.985, -4.311, -0.148)
H (8.584, -1.804, 0.513)
H (6.955, -1.033, -2.021)
H (8.828, -3.653, -1.428)
H (7.229, -3.549, -2.473)
H (8.839, -2.770, -3.183)
Cl (5.644, -0.534, 4.455)
C (4.743, 3.760, -1.873)
C (3.714, 4.188, -0.814)
C (3.890, 5.685, -0.510)
O (3.970, 3.515, 0.295)
H (5.778, 3.926, -1.545)
H (4.638, 2.699, -2.130)
H (4.600, 4.334, -2.796)
H (2.731, 4.093, -1.295)
H (4.893, 5.921, -0.131)
H (3.160, 6.032, 0.233)
H (3.738, 6.278, -1.419)
Cs (-5.260, 1.696, 2.741)
O (-11.752, 0.749, 3.719)
Cl (-11.057, 0.279, 2.537)
O (-10.820, 1.394, 1.640)
O (-11.867, -0.718, 1.864)
O (-9.790, -0.309, 2.923)
Be (-8.782, -4.185, -0.081)
F (7.833, -2.808, -4.919)

---

No. 2
This record from the OMol25 dataset describes a molecular structure, C19H42F18HfN4O17P2S4 in a non-equilibrium geometry. The level of theory is wB97M-V/def2-TZVPD.

The value obtained for the HOMO-LUMO gap is 4.8 eV. For the HOMO energy, the calculation gives -7.392 eV. The energy is -6368.8258 a.u.

Cartesian coordinates (Å):
Hf (9.801, -13.352, 10.915)
S (9.822, -16.455, 17.967)
O (11.055, -15.624, 18.042)
O (8.744, -15.996, 18.831)
O (9.359, -16.268, 16.542)
O (10.134, -17.862, 18.146)
S (9.355, -15.305, 13.082)
O (8.463, -14.355, 12.351)
O (10.449, -15.051, 12.072)
O (9.652, -14.794, 14.388)
O (8.889, -16.667, 13.031)
C (6.137, -18.803, 14.209)
C (7.030, -18.709, 15.431)
O (6.637, -18.859, 16.535)
N (8.476, -18.335, 15.199)
H (8.599, -17.837, 14.306)
H (8.857, -17.600, 15.849)
C (9.337, -19.572, 15.080)
H (5.220, -18.349, 14.584)
H (5.927, -19.835, 13.931)
H (6.505, -18.260, 13.340)
H (8.883, -20.159, 14.284)
H (9.198, -20.097, 16.024)
H (10.380, -19.289, 14.987)
C (6.754, -13.492, 14.537)
C (7.177, -13.698, 15.966)
O (6.403, -14.042, 16.798)
N (8.648, -13.717, 16.274)
H (9.056, -14.683, 16.449)
H (9.134, -13.524, 15.390)
C (9.068, -12.760, 17.346)
H (7.599, -13.572, 13.853)
H (6.221, -12.548, 14.471)
H (6.158, -14.387, 14.362)
H (8.456, -12.899, 18.231)
H (8.987, -11.722, 17.029)
H (10.117, -13.027, 17.448)
C (13.276, -17.277, 13.723)
C (12.509, -17.205, 14.997)
O (12.128, -18.156, 15.603)
N (12.241, -15.859, 15.597)
H (11.817, -15.193, 14.946)
H (11.568, -16.135, 16.338)
C (13.426, -15.391, 16.390)
H (14.222, -16.741, 13.803)
H (12.796, -17.122, 12.764)
H (13.691, -18.291, 13.718)
H (13.643, -16.014, 17.249)
H (13.243, -14.374, 16.728)
H (14.216, -15.275, 15.647)
C (10.741, -21.415, 5.338)
C (10.060, -21.099, 6.657)
C (10.933, -20.267, 7.612)
N (10.511, -20.264, 9.053)
C (10.550, -21.675, 9.610)
C (9.148, -19.629, 9.297)
C (9.143, -19.303, 10.781)
C (10.626, -19.054, 11.159)
C (11.327, -19.223, 9.832)
H (11.787, -21.651, 5.542)
H (10.583, -20.578, 4.663)
H (10.319, -22.333, 4.932)
H (9.839, -22.025, 7.194)
H (9.101, -20.636, 6.419)
H (11.028, -19.228, 7.289)
H (11.967, -20.618, 7.612)
H (10.931, -21.605, 10.625)
H (11.295, -22.214, 9.029)
H (9.555, -22.084, 9.478)
H (8.405, -20.344, 8.947)
H (9.146, -18.800, 8.591)
H (8.719, -20.096, 11.399)
H (8.575, -18.425, 11.087)
H (11.052, -19.716, 11.915)
H (10.686, -18.061, 11.603)
H (12.390, -19.462, 9.867)
H (11.286, -18.258, 9.326)
C (10.926, -9.919, 13.798)
F (9.759, -9.356, 13.529)
F (11.688, -9.847, 12.706)
F (11.542, -9.310, 14.783)
S (10.648, -11.808, 14.129)
O (9.499, -11.922, 15.009)
O (10.400, -12.377, 12.765)
O (11.829, -12.328, 14.789)
C (6.346, -9.827, 11.151)
F (7.169, -8.803, 11.356)
F (5.202, -9.528, 11.736)
F (6.159, -10.046, 9.849)
S (7.017, -11.348, 12.013)
O (7.497, -10.823, 13.270)
O (5.882, -12.232, 12.030)
O (8.150, -11.905, 11.193)
P (13.877, -13.173, 11.347)
F (12.197, -13.110, 11.096)
F (13.650, -13.967, 12.720)
F (13.820, -14.584, 10.542)
F (15.445, -13.153, 11.569)
F (14.034, -12.435, 9.921)
F (13.692, -11.822, 12.203)
P (7.754, -15.423, 9.081)
F (7.973, -13.885, 9.733)
F (8.563, -14.975, 7.747)
F (9.217, -15.699, 9.760)
F (7.648, -16.967, 8.639)
F (6.908, -15.747, 10.389)
F (6.446, -15.034, 8.259)

---

No. 3
This record from the OMol25 dataset describes a molecular structure, C19H42NO3P3Ru in a non-equilibrium geometry. The level of theory is wB97M-V/def2-TZVPD.

The charge is +4. The value obtained for the HOMO-LUMO gap (spin up / spin down) is 6.0 / 4.4 eV. As for the multiplicity: 5. For the HOMO energy (spin up / spin down), the calculation gives -17.983 / -19.814 eV. The energy is -2146.8729 a.u. As for the expectation value of S²: 6.02.

Cartesian coordinates (Å):
Ru (0.363, -0.505, 0.244)
P (-1.308, -1.841, 0.566)
P (1.577, -1.058, 1.904)
P (1.457, -1.581, -1.217)
H (-0.498, 5.052, -3.911)
C (-0.605, 4.216, -4.627)
C (-1.763, 3.627, -4.921)
H (-2.703, 3.906, -4.435)
C (-2.800, -0.984, 1.180)
C (-1.234, -3.307, 1.637)
C (-1.955, -2.482, -1.014)
C (2.895, 0.203, 1.987)
C (0.922, -0.963, 3.584)
C (2.411, -2.684, 2.063)
C (0.797, -1.322, -2.879)
C (1.686, -3.376, -1.201)
C (3.093, -0.791, -1.328)
H (0.317, 3.901, -5.151)
H (-1.816, 2.854, -5.688)
H (-2.898, 0.022, 0.760)
H (-2.756, -0.893, 2.266)
H (-3.681, -1.566, 0.899)
H (-1.213, -3.004, 2.684)
H (-0.350, -3.902, 1.410)
H (-2.127, -3.913, 1.463)
H (-2.119, -1.677, -1.734)
H (-2.912, -2.965, -0.813)
H (-1.267, -3.211, -1.440)
H (3.166, 0.371, 3.031)
H (2.512, 1.132, 1.556)
H (3.762, -0.133, 1.420)
H (1.778, -0.942, 4.278)
H (0.304, -1.833, 3.818)
H (0.327, -0.046, 3.697)
H (3.488, -2.571, 1.918)
H (2.017, -3.385, 1.329)
H (2.215, -3.077, 3.065)
H (1.203, -2.053, -3.577)
H (1.120, -0.332, -3.195)
H (-0.293, -1.343, -2.884)
H (1.704, -3.732, -2.238)
H (0.853, -3.848, -0.674)
H (2.633, -3.603, -0.709)
H (3.527, -0.981, -2.312)
H (3.745, -1.203, -0.555)
H (2.992, 0.290, -1.182)
C (-0.888, 2.284, -1.649)
C (0.368, 2.966, -1.672)
C (1.266, 2.677, -2.685)
C (0.915, 1.873, -3.780)
C (-0.356, 1.277, -3.801)
C (-1.254, 1.511, -2.769)
O (-1.709, 2.391, -0.553)
H (-1.979, 1.431, -0.258)
H (0.586, 3.658, -0.835)
H (2.268, 3.105, -2.644)
H (1.556, 1.745, -4.650)
H (-0.609, 0.592, -4.609)
H (-2.264, 1.102, -2.803)
N (-1.989, 1.196, 5.188)
C (-1.674, 2.520, 4.552)
C (-1.187, 2.247, 3.099)
O (-0.816, 3.227, 2.453)
O (-1.207, 1.018, 2.749)
H (-2.532, 0.624, 4.523)
H (-2.452, 1.309, 6.095)
H (-1.104, 0.660, 5.283)
H (-2.595, 3.115, 4.535)
H (-0.905, 3.003, 5.161)